The following is a quantum chemistry calculation of a 2-piece molecular cluster, C25H45B3F4N2O18PS3 overall, from the Open Molecules 2025 dataset.

Results
LUMO energy: 0.03344 Ha

Geometry as ORCA input:
```
! RIJCOSX wB97M-V def2-TZVPD def2/J DEFGRID3
* xyz -1 1
C -2.8544 -1.0456 -0.6108
C -3.8534 -0.8865 0.5822
C -3.3877 -0.1069 1.8546
F -3.8642 -0.8456 2.9872
C -1.8798 0.2078 2.0300
C -1.2703 1.2726 1.0426
C -2.3045 2.1750 0.2759
C -1.5366 2.8132 -0.9819
C -2.4005 2.5126 -2.2855
S -2.0674 3.7684 -3.5886
C -1.5020 2.9579 -5.0875
N -2.1595 2.4408 -6.1255
N -1.1965 2.0042 -6.9791
C -0.0037 2.2393 -6.4488
O -0.1321 2.8457 -5.2185
O -0.9961 -0.9352 2.0298
C -0.8797 -1.5589 3.2850
O -1.0621 -2.9866 3.1987
B -1.4370 -3.3905 1.9024
O -0.5304 -3.5152 0.8068
O -2.7575 -3.7690 1.6617
C 0.6033 -1.3825 3.9621
O 1.3369 -2.5021 3.5709
C 2.1762 -3.1334 4.5402
O 3.2696 -3.7174 3.7745
B 2.9380 -3.7050 2.3894
O 3.4764 -2.6527 1.5778
O 2.1482 -4.7111 1.8280
B 1.4504 -4.4301 5.2267
O 0.9548 -5.4968 4.4699
O 1.2884 -4.4483 6.6276
S 1.4058 0.0872 3.0870
C 0.8744 1.6394 3.8979
C 1.8050 2.7512 3.3020
O 1.7059 3.1624 2.1776
O 2.8055 3.3000 4.1046
C 4.0065 3.5343 3.3517
C 4.6186 2.2355 2.6956
C 4.6361 2.3962 1.1316
O 5.9910 2.0316 3.1124
C 6.0780 1.0931 4.1311
O 6.4467 1.4674 5.2079
C 5.7701 -0.4309 3.9327
S 6.7919 -1.5152 5.0030
P 0.2964 -1.0880 5.7905
C 1.8162 -0.3055 6.6229
O -0.9021 0.1174 6.0121
H -3.0144 -0.2059 -1.3371
H -3.0744 -1.9815 -1.1902
H -1.7715 -1.0429 -0.3571
H -4.7628 -0.3577 0.1813
H -4.2402 -1.8875 0.9085
H -3.9664 0.8550 1.8982
H -1.7798 0.6680 3.0581
H -0.5166 1.9524 1.5063
H -0.7067 0.6913 0.2615
H -2.6305 3.0240 0.9249
H -3.1775 1.6371 -0.1556
H -1.4003 3.9146 -0.8539
H -0.5408 2.3170 -1.1294
H -2.2408 1.4580 -2.6081
H -3.4827 2.6291 -2.0031
H 1.0004 2.0173 -6.8470
H -1.6659 -1.2341 4.0206
H -0.7001 -2.8199 0.1517
H -2.7966 -4.2196 0.7988
H 2.6866 -2.4727 5.2820
H 4.3369 -2.9927 1.2717
H 2.0233 -4.4797 0.8891
H 0.4688 -5.1530 3.6958
H 0.3514 -4.6148 6.8349
H 1.0194 1.6839 5.0007
H -0.1671 1.9726 3.6827
H 3.9115 4.3505 2.5883
H 4.7754 3.9133 4.0784
H 4.0400 1.3075 2.9346
H 3.6175 2.3269 0.6767
H 5.1763 3.3266 0.8388
H 5.2250 1.5228 0.7351
H 4.6968 -0.6394 4.1769
H 5.8989 -0.7472 2.8641
H 6.3244 -1.3240 6.2803
H 2.0329 -0.9575 7.5017
H 1.5991 0.7186 7.0119
H 2.6976 -0.2993 5.9263
H -0.5397 0.8016 6.6025
C -3.4326 1.9497 -10.2870
C -2.9028 0.7017 -9.5937
O -3.7596 -0.4162 -9.7056
C -3.6883 -1.2421 -10.9145
O -2.4671 -1.6288 -11.1679
C -4.3872 -0.5779 -12.1501
F -5.5360 0.0665 -11.7888
F -4.7709 -1.5094 -13.0569
F -3.6422 0.3250 -12.8195
H -4.5126 2.0450 -10.1571
H -2.9441 2.8433 -9.8840
H -3.2241 1.9306 -11.3551
H -2.8586 0.9203 -8.5249
H -1.8760 0.4790 -9.8993
H -4.4179 -2.0399 -10.6549
*
```

The following is a quantum chemistry calculation of C5H20FN10O5Tl as an isolated structure, from the Open Molecules 2025 dataset.

Results
LUMO energy: -0.48464 Ha

Geometry as ORCA input:
```
! RIJCOSX wB97M-V def2-TZVPD def2/J DEFGRID3
* xyz 2 1
Tl -1.7396 0.7968 2.6835
F -0.2538 -0.1465 0.2573
C 2.2846 1.0773 2.6286
O 1.0458 1.2154 2.6708
N 3.1985 1.6371 3.4755
N 2.7591 0.2439 1.6090
H 2.9910 2.4347 4.0482
H 4.1402 1.2929 3.4729
H 3.6910 -0.1254 1.5557
H 1.9786 -0.0864 1.0688
C -1.6358 0.9110 -3.1768
O -2.4022 1.0537 -4.1236
N -1.2885 -0.3564 -2.6899
N -0.9360 1.9755 -2.6135
H -1.6676 -1.1814 -3.1412
H -0.9679 -0.4484 -1.6960
H -0.9751 2.8659 -3.0957
H -0.3622 1.8888 -1.7549
C 1.6185 -3.0891 -0.4377
O 2.4885 -3.9137 -0.6904
N 1.8857 -1.7083 -0.4099
N 0.2960 -3.4075 -0.0903
H 2.8795 -1.5129 -0.4527
H 1.1831 -1.0012 -0.1792
H 0.0889 -4.3947 -0.0643
H -0.3521 -2.6405 0.0327
C 0.4837 3.1925 0.3746
O -0.6879 3.1128 0.7619
N 1.2635 4.3417 0.4766
N 1.0998 2.0856 -0.2826
H 2.1569 4.3192 0.0380
H 0.8344 5.1799 0.8251
H 2.0759 2.0794 -0.5155
H 0.6560 1.1897 -0.0419
C -3.4413 -2.1391 0.3889
O -3.1305 -1.6302 1.4845
N -3.8530 -3.4371 0.2705
N -3.4322 -1.3226 -0.7651
H -3.6580 -4.0966 1.0044
H -3.9760 -3.8512 -0.6383
H -2.8533 -0.5071 -0.6719
H -3.4865 -1.8977 -1.5963
*
```

The following is a quantum chemistry calculation of C6H16ClIN2O2PRh as an isolated structure, from the Open Molecules 2025 dataset.

Results
LUMO energy (spin up / spin down): -0.28968 / -0.43674 Ha

Geometry as ORCA input:
```
! RIJCOSX wB97M-V def2-TZVPD def2/J DEFGRID3
* xyz 2 5
C 0.2591 -1.9383 0.0450
I 0.0122 2.6963 0.6751
H -0.7197 -2.4213 0.1495
H 0.8698 -2.1204 0.9415
H 0.7882 -2.2682 -0.8550
Rh -0.0253 0.0340 0.1744
P -0.2222 0.3631 -2.0186
C 1.3637 0.8357 -2.7604
C -0.8008 -1.0936 -2.9195
H -2.2699 1.5750 -1.8021
H -1.6609 1.6218 -3.4803
H -0.9286 2.6686 -2.2220
C -1.3809 1.6967 -2.4252
H -1.7172 -1.4602 -2.4469
H -1.0110 -0.8012 -3.9550
H 1.2399 1.0003 -3.8352
H 2.1059 0.0463 -2.6085
H -0.0409 -1.8801 -2.9067
H 1.7341 1.7551 -2.2984
C 1.8466 0.1675 0.2774
O 2.9765 0.3005 0.4529
Cl -2.4142 -0.2892 0.0566
N 1.1240 0.1750 4.4321
C 0.0146 -0.1466 3.7267
N -1.1518 -0.1843 4.4119
O 0.0658 -0.4229 2.5205
H 1.1254 0.2541 5.4275
H 1.9827 0.3005 3.9249
H -1.9908 -0.3461 3.9046
H -1.1744 -0.1183 5.4131
*
```

The following is a quantum chemistry calculation of C27H35ClN2O5STi as an isolated structure, from the Open Molecules 2025 dataset.

Results
LUMO energy (spin up / spin down): 0.09357 / 0.09384 Ha

Geometry as ORCA input:
```
! RIJCOSX wB97M-V def2-TZVPD def2/J DEFGRID3
* xyz -1 2
Ti 0.3665 -0.2058 -1.1693
Cl 2.1699 -0.2288 -2.4967
N 0.5354 1.9126 -1.0444
N 0.4891 -2.3229 -1.0325
C -0.1620 2.7191 -1.8279
C -0.2162 -3.1332 -1.8069
C 1.4460 2.7816 -0.2625
C 1.6169 3.9652 -1.2091
C 2.6996 2.0259 0.1154
C 0.7132 3.2268 0.9922
H 3.2191 1.6515 -0.7678
H 2.4534 1.1762 0.7637
H 3.3570 2.6910 0.6839
H -0.2297 3.7253 0.7237
H 1.3458 3.9305 1.5441
H 0.4977 2.3604 1.6238
C 1.3330 -3.2013 -0.1899
C 1.4922 -4.4208 -1.0903
C 0.5294 -3.5785 1.0433
C 2.6176 -2.5067 0.1999
H 3.1796 -2.1905 -0.6814
H 3.2276 -3.2001 0.7886
H 2.4192 -1.6291 0.8263
H -0.4075 -4.0665 0.7421
H 0.2829 -2.6864 1.6215
H 1.1170 -4.2694 1.6573
O 0.2716 -4.3460 -1.9668
H 1.4607 -5.3976 -0.5874
H 2.3763 -4.3604 -1.7432
O 0.3468 3.9185 -2.0244
H 2.4599 3.8396 -1.9066
H 1.6550 4.9565 -0.7359
C -1.4583 2.2971 -2.4114
C -1.5026 -2.7181 -2.4127
C -1.3131 -1.4499 -3.1706
H -2.1975 -2.5366 -1.5685
H -1.8920 -3.5468 -3.0096
C -1.3602 -0.2153 -2.4408
C -1.2899 1.0212 -3.1657
H -1.7530 -0.2177 -1.3931
C -1.2392 1.0053 -4.5566
C -1.1721 -0.2143 -5.2294
C -1.3105 2.2840 -5.3433
C -1.2597 -1.4349 -4.5604
H -1.1248 -0.2151 -6.3175
C -1.3384 -2.7105 -5.3533
H -1.3211 -2.4759 -6.4202
H -2.2685 -3.2594 -5.1620
H -0.5119 -3.4013 -5.1530
H -2.2416 2.8293 -5.1491
H -1.2907 2.0597 -6.4119
H -0.4851 2.9736 -5.1345
H -1.8520 3.1236 -3.0091
H -2.1426 2.1252 -1.5574
C -0.8541 1.5727 8.3758
C -0.6581 1.0996 6.9629
C -1.5384 0.1672 6.3926
C -1.4112 -0.2433 5.0680
C -0.3312 0.2342 4.3079
C 0.5562 1.1740 4.8607
C 0.3798 1.6008 6.1684
S -1.3726 -0.0932 1.7554
O -0.0905 -0.1371 3.0067
O -2.0497 -1.3872 1.8611
O -0.2552 -0.2130 0.6671
H -1.8574 1.9928 8.5418
H -0.7150 0.7494 9.0851
H -0.1285 2.3526 8.6274
H -2.3266 -0.2457 7.0182
H -2.1019 -0.9641 4.6407
H 1.3459 1.5537 4.2176
H 1.0706 2.3265 6.5900
*
```

The following is a quantum chemistry calculation of a single C5H6O molecule, from the Open Molecules 2025 dataset.

Results
LUMO energy: 0.01169 Ha

Geometry as ORCA input:
```
! RIJCOSX wB97M-V def2-TZVPD def2/J DEFGRID3
* xyz 0 1
C -1.6062 0.3057 -0.3877
C -0.5763 -0.7191 0.0911
C 0.8430 -0.2066 0.1375
C 1.9542 -0.6891 -0.5179
C 1.4419 0.8205 0.7874
O 2.0618 1.6684 1.2891
H -1.6443 1.1771 0.2756
H -1.3725 0.6564 -1.3979
H -2.6075 -0.1382 -0.4086
H -0.5464 -1.5769 -0.5905
H -0.8689 -1.1054 1.0755
H 2.9211 -0.1928 -0.3535
*
```

no.,largest force on an atom (eV Å⁻¹)
1,3.15
2,2.92
3,6.44
4,4.04
5,1.12